Record 1
The following is a DFT calculation (ωB97M-V with the def2-TZVPD basis set) of a molecular structure, C14H23BN6OPd.

The geometry in XYZ format:
```
46
Properties=species:S:1:pos:R:3:lowdin_charge:R:1
H -0.02182 0.68171 0.20770 0.0839
N -0.24674 0.27578 -1.81232 -0.0944
B -0.16971 0.14053 -4.31686 -0.5095
N 0.02208 0.93348 -2.98769 -0.0116
C 0.54034 2.14419 -2.69387 -0.0699
Pd -0.22113 -1.73267 -1.25012 0.6868
H 0.81874 2.78736 -3.52510 0.1253
C 0.58536 2.28417 -1.32237 -0.0755
H 0.89506 3.13000 -0.75106 0.0831
C 0.11532 1.08192 -0.77693 -0.1243
H 0.20674 0.82386 -5.21912 0.1075
C 0.28927 -1.62559 2.84307 -0.0309
H -0.48458 -0.91392 2.50719 0.0350
H 1.11342 -1.55477 2.10306 0.0438
H -0.13354 -2.64291 2.81285 0.0487
N -1.70645 -0.06772 -4.46245 -0.0589
N 0.79122 -1.08404 -4.17628 -0.0149
N -2.39030 -0.63762 -3.43190 0.0189
N 0.72646 -1.95298 -3.08315 -0.0908
C -2.58019 0.38090 -5.38850 -0.1047
C 2.05351 -1.09868 -4.71455 -0.0718
H -2.19093 0.90022 -6.26628 0.1132
H 2.29854 -0.42029 -5.54873 0.1268
C -3.87143 0.05374 -4.97067 -0.0765
C 2.81804 -2.01717 -3.98886 -0.0723
C -3.69662 -0.58095 -3.69646 -0.1501
C 1.96638 -2.51078 -2.95810 -0.1435
H -4.79740 0.18381 -5.43733 0.0578
H 3.86309 -2.32408 -4.17654 0.0976
H -4.38458 -0.96754 -2.97933 0.0829
H 2.17306 -3.16179 -2.11936 0.0889
H 0.72483 -1.16042 3.64386 -0.0560
C 1.15389 -0.18658 5.95380 -0.0489
C 0.49880 0.76670 4.96438 -0.7399
C -1.00304 0.51995 5.13460 -0.0398
C 0.85893 2.20334 5.33427 -0.0127
O 0.96395 0.52073 3.71181 0.0069
H 0.94204 0.11002 6.97950 0.0893
H 2.23097 -0.21787 5.81489 0.0912
H 0.81218 -1.20911 5.81388 0.0801
H -1.37530 0.76737 6.12894 0.0896
H -1.59666 1.08796 4.42551 0.0868
H -1.23235 -0.53005 4.96689 0.0755
H 1.93344 2.32475 5.19543 0.0892
H 0.39693 2.90918 4.64416 0.0890
H 0.58136 2.43455 6.36944 0.0989
```

Calculated values
* ⟨S²⟩: 2.01
* 2S+1: 3
* frontier orbital gap (alpha / beta): 8.00 / 6.71 eV
* LUMO energy (alpha / beta): -0.302 / -1.587 eV

=====

Record 2
The following is a DFT calculation (ωB97M-V with the def2-TZVPD basis set) of a molecular structure, C14H23BN6OPt.

The geometry in XYZ format:
```
46
Properties=species:S:1:pos:R:3:lowdin_charge:R:1
C -0.31715 2.11965 -0.41013 -0.0409
N -0.24914 1.07100 -1.26720 -0.1029
N 0.01556 1.53101 -2.52122 -0.0180
C 0.10640 2.87584 -2.47111 0.0094
C -0.10831 3.27092 -1.16084 0.0009
B 0.27879 0.54495 -3.71445 -0.4226
N 1.38165 -0.40320 -3.14815 -0.0102
N 1.23340 -1.00586 -1.93166 -0.1490
C 2.38872 -1.61683 -1.58548 -0.0599
C 3.29412 -1.39667 -2.61823 0.0031
C 2.64258 -0.62545 -3.58066 0.0196
Pt -0.53680 -0.97650 -0.91439 1.5131
N -1.03665 -0.27650 -3.80943 0.0223
N -1.47653 -0.86517 -2.65900 -0.1278
C -2.68817 -1.42632 -2.86784 -0.0444
C -3.00683 -1.22818 -4.20094 0.0196
C -1.96450 -0.48881 -4.76395 0.0408
H -3.19107 -1.89971 -2.04694 0.1298
H -1.82312 -0.09270 -5.75179 0.1551
H -3.88013 -1.58495 -4.68602 0.1224
H 0.62270 1.12690 -4.70566 0.1385
H 2.95498 -0.21570 -4.53020 0.1504
H 0.30183 3.40323 -3.40068 0.1536
H 4.29787 -1.75593 -2.67348 0.1197
H -0.11097 4.29282 -0.81429 0.1281
H 2.47514 -2.12799 -0.63771 0.1264
H -0.48120 1.96987 0.65392 0.1223
H -1.44387 -3.11299 0.23188 0.0547
C -0.89140 -2.23465 0.57833 -0.1746
H 0.07239 -2.55037 0.99526 0.0469
H 1.15565 0.30349 2.65949 0.0938
H -1.47360 -1.71643 1.34990 0.0354
C 1.10059 -0.68937 4.72033 -0.0404
C 0.18020 0.47785 4.37474 -0.6694
C -1.25654 -0.00746 4.55017 -0.0441
C 0.42145 1.70708 5.23952 -0.0333
O 0.41719 0.88698 2.99453 -0.0850
H 1.01587 -0.96992 5.77757 0.1052
H 2.14610 -0.43929 4.49741 0.0937
H 0.82001 -1.55554 4.09868 0.0787
H -1.46322 -0.23965 5.61039 0.1058
H -1.99036 0.72750 4.20065 0.0888
H -1.41278 -0.92032 3.95851 0.0655
H 1.43880 2.07786 5.09536 0.0899
H -0.25926 2.52123 4.97288 0.0911
H 0.29956 1.51430 6.31196 0.0983
```

Calculated values
* ⟨S²⟩: 2.01
* 2S+1: 3
* frontier orbital gap (alpha / beta): 4.45 / 4.08 eV
* LUMO energy (alpha / beta): -10.694 / -11.048 eV
* net charge: +2
* energy relative to the best compared isomer or geometry (same formula, charge and spin): 47.1 kJ/mol

=====

Record 3
The following is a DFT calculation (ωB97M-V with the def2-TZVPD basis set) of a molecular structure, C14H23BN6OPt.

The geometry in XYZ format:
```
46
Properties=species:S:1:pos:R:3:lowdin_charge:R:1
C -0.31229 2.19251 -0.56241 0.0181
N -0.16464 1.31948 -1.56400 -0.1421
N 0.10785 1.86522 -2.76969 0.0856
C 0.15629 3.19134 -2.53142 0.1799
C -0.10767 3.41475 -1.16585 0.1730
B 0.34358 0.82476 -3.97183 -0.2898
N 1.46290 -0.19500 -3.45732 0.0152
N 1.19296 -0.85949 -2.30776 -0.1882
C 2.18665 -1.66151 -1.89242 -0.0225
C 3.17933 -1.49517 -2.84621 0.0521
C 2.70287 -0.58968 -3.80715 0.0688
Pt -0.48642 -0.54768 -1.38692 1.5221
N -1.01928 -0.05486 -4.12807 0.0389
N -1.40156 -0.67005 -2.97800 -0.2342
C -2.52913 -1.41992 -3.08291 -0.0047
C -2.90295 -1.25306 -4.40495 0.0581
C -1.96363 -0.41558 -5.02909 0.0854
H -2.92975 -1.99709 -2.21143 0.1689
H -1.80218 0.00930 -5.98091 0.1565
H -3.77413 -1.69924 -4.81065 0.1399
H 0.59729 1.32358 -4.99854 0.1329
H 3.08655 -0.15574 -4.70417 0.1620
H 0.37073 3.78492 -3.38995 0.1840
H 4.13236 -1.97620 -2.82395 0.1406
H -0.14877 4.35144 -0.63564 0.1716
H 2.08796 -2.25789 -0.98466 0.1482
H -0.52765 1.82352 0.45437 0.1527
H -1.91094 -3.85154 1.34821 0.0301
C -1.39419 -3.62621 2.44696 0.0301
H -0.22573 -3.49705 2.07187 0.0113
H 1.56880 0.86515 2.94737 0.1551
H -1.69101 -2.42162 2.53853 -0.0069
C -1.20849 0.82274 4.53681 0.0074
C 0.27526 0.53947 4.39621 -0.5632
C 1.04375 1.24318 5.50879 0.0713
C 0.55438 -0.95762 4.46447 0.0500
O 0.63067 1.08310 3.10419 0.1550
H -1.58650 0.46010 5.50064 0.1305
H -1.76927 0.32040 3.74199 0.1007
H -1.39714 1.90067 4.46992 0.1205
H 0.68746 0.90863 6.49155 0.1459
H 2.11854 1.02820 5.45872 0.1241
H 0.89709 2.32769 5.45381 0.1315
H 0.05140 -1.48941 3.64589 0.0649
H 1.63631 -1.15107 4.42676 0.1227
H 0.18233 -1.35743 5.41885 0.1461
```

Calculated values
* ⟨S²⟩: 6.03
* 2S+1: 5
* frontier orbital gap (alpha / beta): 4.50 / 4.26 eV
* LUMO energy (alpha / beta): -15.896 / -17.904 eV
* net charge: +4
* energy relative to the best compared isomer or geometry (same formula, charge and spin): 232.3 kJ/mol